# 1
This record from OMol25 describes a 5-piece molecular cluster, C24H46O15S5 overall. The level of theory is ωB97M-V/def2-TZVPD.

Geometry as XYZ:
```
90
C24H46O15S5 (ωB97M-V/def2-TZVPD)
C 5.828 0.502 -1.095
C 6.691 1.659 -1.542
O 7.632 2.036 -0.901
O 6.371 2.254 -2.737
C 5.439 3.344 -2.614
C 3.980 2.905 -2.850
C 3.002 3.368 -1.756
C 1.672 3.894 -2.330
C 0.452 3.380 -1.609
O -0.704 3.798 -2.396
S -1.907 2.775 -2.260
O -2.930 3.404 -1.498
O -2.252 2.200 -3.507
O -1.140 1.729 -1.347
C 0.286 1.857 -1.577
O 0.629 1.314 -2.793
H 5.315 0.785 -0.177
H 5.114 0.228 -1.867
H 6.482 -0.350 -0.914
H 5.741 4.049 -3.384
H 5.548 3.815 -1.635
H 3.984 1.819 -2.926
H 3.665 3.278 -3.824
H 2.842 2.580 -1.019
H 3.476 4.201 -1.232
H 1.547 3.640 -3.381
H 1.652 4.983 -2.273
H 0.303 3.729 -0.586
H 0.718 1.334 -0.724
H 0.170 0.467 -2.880
C -5.516 -1.921 -1.076
C -5.287 -0.408 -1.211
C -3.859 -0.123 -0.745
S -2.908 -1.619 -1.060
O -2.472 -2.165 0.195
O -1.956 -1.378 -2.123
C -4.283 -2.582 -1.685
H -6.427 -2.238 -1.582
H -5.600 -2.200 -0.024
H -5.400 -0.116 -2.257
H -6.008 0.169 -0.634
H -3.393 0.685 -1.291
H -3.808 0.072 0.325
H -4.145 -3.619 -1.389
H -4.273 -2.494 -2.771
C 11.678 -1.122 0.780
C 11.427 0.359 1.096
C 9.923 0.613 0.937
S 9.111 -0.952 1.292
O 8.465 -1.429 0.093
O 8.385 -0.860 2.533
C 10.612 -1.898 1.544
H 12.681 -1.435 1.068
H 11.567 -1.297 -0.293
H 11.733 0.568 2.123
H 12.002 1.014 0.443
H 9.552 1.362 1.631
H 9.660 0.895 -0.079
H 10.458 -2.912 1.183
H 10.815 -1.907 2.615
C -3.791 -6.575 3.506
C -3.883 -7.537 2.314
C -4.417 -6.735 1.121
S -3.894 -5.029 1.388
O -5.072 -4.216 1.583
O -2.903 -4.650 0.421
C -3.119 -5.313 2.976
H -3.228 -7.006 4.333
H -4.793 -6.338 3.869
H -2.889 -7.926 2.082
H -4.525 -8.389 2.530
H -4.008 -7.073 0.172
H -5.504 -6.741 1.080
H -3.268 -4.437 3.604
H -2.057 -5.468 2.794
C -6.576 2.731 1.202
C -6.948 4.186 1.512
C -8.473 4.244 1.670
S -8.980 2.614 2.246
O -9.790 1.994 1.228
O -9.443 2.698 3.606
C -7.347 1.878 2.204
H -5.502 2.563 1.280
H -6.882 2.480 0.185
H -6.468 4.495 2.442
H -6.610 4.863 0.729
H -8.792 4.981 2.402
H -8.974 4.422 0.721
H -7.437 0.832 1.920
H -6.926 1.959 3.206
```

Output
LUMO energy: 0.47 eV
Kohn-Sham gap: 10.398 eV
Largest force on an atom: 0.9 eV/A
Total energy: -4061.555779 hartree
SMILES: CC(=O)OCCCC[C@H]1OS(=O)(=O)O[C@H]1O.O=S1(=O)CCCC1.O=S1(=O)CCCC1.O=S1(=O)CCCC1.O=S1(=O)CCCC1
Total charge: 0

Results of the Löwdin charge analysis, in e, for atoms 1 through 6:
1 C 0.0336
2 C -0.5040
3 O 0.1225
4 O -0.0378
5 C -0.1568
6 C -0.1481

# 2
This record from OMol25 describes C22H27BeN4 as an isolated structure in a non-equilibrium geometry. The level of theory is ωB97M-V/def2-TZVPD.

Geometry as XYZ:
```
54
C22H27BeN4 (ωB97M-V/def2-TZVPD)
Be -0.038 0.057 0.023
C 1.074 -3.136 -0.040
C 1.099 -2.269 -1.306
C 2.125 -1.137 -1.278
N 1.721 -0.085 -0.374
C 2.596 0.638 0.237
C 4.063 0.665 -0.008
C 5.045 1.142 0.761
C 4.938 1.676 2.088
C 3.839 2.163 2.668
C 2.512 2.271 2.120
C 1.916 1.606 1.115
N 0.649 1.579 0.623
C -0.195 2.714 0.999
C -0.920 3.216 -0.255
C -1.171 2.121 -1.291
N -1.490 0.890 -0.593
C -2.498 0.184 -0.974
C -3.330 0.339 -2.198
C -4.575 -0.092 -2.422
C -5.453 -0.735 -1.485
C -5.088 -1.440 -0.410
C -3.753 -1.708 0.060
C -2.622 -1.002 -0.113
N -1.364 -1.085 0.378
C -1.068 -2.302 1.137
C 0.449 -2.531 1.226
H 2.101 -3.441 0.197
H 0.535 -4.063 -0.276
H 0.107 -1.888 -1.558
H 1.378 -2.931 -2.138
H 2.212 -0.721 -2.289
H 3.097 -1.572 -1.016
H 4.330 0.260 -0.975
H 6.058 1.078 0.374
H 5.860 1.679 2.661
H 3.917 2.534 3.686
H 1.867 2.923 2.704
H 0.310 3.584 1.434
H -0.942 2.399 1.739
H -0.337 4.015 -0.731
H -1.871 3.670 0.050
H -0.277 1.966 -1.907
H -1.956 2.485 -1.962
H -2.801 0.838 -3.000
H -5.004 0.104 -3.399
H -6.512 -0.635 -1.698
H -5.865 -1.877 0.210
H -3.691 -2.547 0.746
H -1.511 -3.211 0.709
H -1.455 -2.215 2.161
H 0.619 -3.253 2.037
H 0.971 -1.619 1.530
H 0.403 -1.301 0.023
```

Output
LUMO energy (alpha / beta): 3.04 / 3.04 eV
Kohn-Sham gap (alpha / beta): 4.187 / 4.171 eV
Largest force on an atom: 4.5 eV/A
Total energy: -1088.109882 hartree
Total charge: -1

Results of the natural (NBO) charge analysis, in e, for atoms 1 through 6:
1 Be 1.7212
2 C -0.4133
3 C -0.4105
4 C -0.2407
5 N -0.6283
6 C 0.1603